This record from the Open Molecules 2025 dataset describes a 12-piece molecular cluster, C12H48N16O12 overall in a non-equilibrium geometry. The level of theory is ωB97M-V/def2-TZVPD.

Cartesian coordinates (Å):
C: 2.866 -17.010 7.350
O: 3.708 -17.809 6.690
N: 1.603 -17.295 7.627
N: 3.245 -15.891 7.885
H: 1.245 -18.235 7.396
H: 0.988 -16.949 8.284
H: 4.174 -15.602 7.660
H: 2.583 -15.082 8.148
C: -4.787 -15.912 3.785
O: -6.028 -15.342 4.177
N: -3.788 -16.096 4.604
N: -4.463 -16.163 2.510
H: -4.007 -16.135 5.579
H: -2.830 -16.403 4.295
H: -5.347 -16.131 1.966
H: -4.032 -17.090 2.336
C: 2.671 -13.073 9.474
O: 3.313 -13.132 10.683
N: 1.616 -13.700 9.161
N: 3.329 -12.500 8.501
H: 1.196 -14.260 9.953
H: 1.025 -13.604 8.285
H: 4.358 -12.343 8.613
H: 3.006 -12.533 7.547
C: -3.297 -13.115 10.658
O: -3.658 -14.402 11.189
N: -3.664 -12.001 11.183
N: -2.681 -13.046 9.504
H: -4.233 -12.027 12.113
H: -3.116 -11.115 11.204
H: -2.351 -13.880 9.128
H: -2.637 -12.129 8.964
C: -5.150 -15.216 8.202
O: -5.427 -15.972 7.137
N: -4.851 -15.838 9.304
N: -5.265 -13.895 8.259
H: -4.570 -16.853 9.257
H: -4.530 -15.337 10.129
H: -5.715 -13.349 7.441
H: -4.563 -13.459 8.789
C: -0.566 -17.319 4.835
O: -0.628 -18.546 5.439
N: 0.236 -16.307 5.205
N: -1.417 -17.087 3.885
H: 0.616 -16.600 6.125
H: -0.165 -15.350 5.087
H: -1.885 -17.943 3.591
H: -1.350 -16.279 3.194
C: 0.000 -16.279 10.623
O: 0.049 -17.308 9.799
N: 1.017 -15.695 11.156
N: -1.108 -15.936 11.261
H: 1.918 -16.157 10.823
H: 1.001 -14.938 11.891
H: -1.950 -16.496 10.955
H: -1.112 -15.030 11.785
C: -3.929 -18.468 11.100
O: -4.985 -18.266 12.010
N: -4.065 -18.675 9.839
N: -2.664 -18.520 11.451
H: -5.082 -18.924 9.560
H: -3.432 -18.745 9.016
H: -2.284 -18.520 12.399
H: -1.909 -19.033 10.933
C: 1.489 -12.777 5.644
O: 1.145 -13.920 6.443
H: 1.069 -13.059 4.664
H: 2.514 -12.713 5.333
H: 1.180 -11.768 5.962
H: 1.533 -14.689 6.056
C: -3.288 -19.306 6.872
O: -2.396 -19.394 7.907
H: -2.777 -19.679 5.977
H: -3.415 -18.275 6.525
H: -4.314 -19.695 7.068
H: -1.528 -19.612 7.522
C: -1.837 -16.341 7.865
O: -1.162 -15.112 7.955
H: -1.181 -17.146 7.516
H: -2.622 -16.296 7.140
H: -2.314 -16.609 8.818
H: -0.802 -14.938 7.165
C: -2.435 -13.263 5.838
O: -1.877 -14.335 5.176
H: -2.925 -12.509 5.202
H: -1.671 -12.704 6.437
H: -3.265 -13.563 6.425
H: -2.714 -14.687 4.881

Atoms 1-2, force components in eV/Å:
3.53 -5.14 -2.72
-3.75 3.34 2.54

Its SMILES is NC(N)=O.NC(N)=O.NC(N)=O.NC(N)=O.NC(N)=O.NC(N)=O.NC(N)=O.NC(N)=O.CO.CO.CO.CO. The LUMO energy is -0.4 eV. Its HOMO-LUMO gap is 8.3 eV. The relative energy (zero: lowest compared OMol25 entry of this formula, charge and spin) is 256.3 kcal/mol. The calculation puts the HOMO energy at -8.69 eV.

Okay, here come the Mulliken numbers, in e, for every atom: C 0.42; O -0.78; N -0.09; N -0.04; H 0.17; H 0.04; H 0.27; H -0.05; C 0.39; O -0.66; N -0.17; N -0.55; H -0.51; H 0.52; H 0.33; H 0.24; C 0.65; O -0.77; N -0.02; N -0.35; H -0.07; H -0.03; H 0.25; H 0.22; C 0.46; O -0.71; N -0.43; N -0.36; H 0.35; H 0.25; H -0.04; H 0.22; C 0.34; O -0.77; N 0.03; N -0.29; H -0.14; H 0.41; H 0.29; H 0.09; C 0.38; O -0.68; N 0.05; N -0.44; H -0.23; H 0.16; H 0.32; H 0.31; C 0.59; O -0.78; N -0.45; N -0.12; H 0.32; H 0.22; H -0.19; H 0.19; C 0.53; O -0.74; N -0.32; N -0.31; H 0.25; H 0.24; H 0.24; H 0.24; C -1.17; O -0.08; H 0.26; H 0.50; H 0.37; H 0.22; C -0.71; O -0.75; H 0.47; H 0.21; H 0.31; H 0.38; C 1.93; O 1.35; H 0.14; H -0.55; H -1.02; H -0.57; C -0.60; O -0.40; H 0.43; H 0.03; H -0.07; H 0.42

***

This record from the Open Molecules 2025 dataset describes a 12-piece molecular cluster, C12H48O12 overall in a non-equilibrium geometry. The level of theory is ωB97M-V/def2-TZVPD.

Cartesian coordinates (Å):
C: 11.080 8.819 6.221
O: 11.704 7.810 7.015
H: 11.587 8.780 5.252
H: 10.020 8.582 6.065
H: 11.110 9.866 6.529
H: 12.081 7.157 6.425
C: 6.709 11.508 10.607
O: 6.467 11.901 9.254
H: 7.754 11.324 10.859
H: 6.405 12.272 11.332
H: 6.125 10.615 10.853
H: 5.733 12.517 9.345
C: 11.872 15.508 7.560
O: 12.516 14.417 8.174
H: 11.219 16.065 8.244
H: 12.638 16.179 7.169
H: 11.210 15.206 6.737
H: 11.847 13.760 8.419
C: 8.001 11.266 6.265
O: 8.507 11.945 7.405
H: 7.090 11.754 5.918
H: 8.761 11.258 5.483
H: 7.840 10.208 6.484
H: 7.799 11.991 8.082
C: 7.278 15.356 6.707
O: 8.380 15.053 7.542
H: 6.594 14.499 6.765
H: 6.818 16.295 6.999
H: 7.547 15.461 5.649
H: 8.691 14.159 7.383
C: 15.751 8.554 10.840
O: 14.521 8.604 11.538
H: 15.919 7.548 10.423
H: 15.716 9.170 9.935
H: 16.595 8.786 11.486
H: 13.828 8.764 10.887
C: 11.771 6.617 10.823
O: 12.212 7.645 9.929
H: 12.381 6.539 11.720
H: 10.742 6.854 11.113
H: 11.720 5.619 10.375
H: 11.530 7.609 9.247
C: 8.185 7.057 7.600
O: 8.813 7.794 8.630
H: 7.765 6.189 8.105
H: 7.437 7.606 7.027
H: 8.851 6.633 6.838
H: 9.590 8.279 8.338
C: 11.270 12.844 5.145
O: 10.460 13.168 4.026
H: 12.066 13.587 5.246
H: 10.739 12.777 6.093
H: 11.743 11.865 4.983
H: 11.032 13.358 3.281
C: 13.864 10.851 7.993
O: 14.037 9.473 7.656
H: 14.817 11.367 8.134
H: 13.218 11.414 7.325
H: 13.526 10.862 9.035
H: 13.181 9.043 7.802
C: 13.284 10.968 13.314
O: 12.815 9.674 13.686
H: 12.969 11.144 12.284
H: 12.824 11.725 13.947
H: 14.365 11.041 13.446
H: 12.996 9.078 12.953
C: 11.015 11.118 9.897
O: 11.062 12.088 8.849
H: 10.056 10.672 10.191
H: 11.724 10.300 9.780
H: 11.219 11.694 10.811
H: 10.166 12.020 8.479

Atoms 1-2, force components in eV/Å:
-0.22 -0.56 -1.70
-0.40 0.83 1.00

Its SMILES is CO.CO.CO.CO.CO.CO.CO.CO.CO.CO.CO.CO. The LUMO energy is 0.3 eV. Its HOMO-LUMO gap is 9.8 eV. The relative energy (zero: lowest compared OMol25 entry of this formula, charge and spin) is 128.2 kcal/mol. The calculation puts the HOMO energy at -9.53 eV.

Okay, here come the Mulliken numbers, in e, for every atom: C -0.56; O -0.37; H 0.48; H 0.29; H -0.03; H 0.22; C -0.54; O -0.47; H 0.13; H 0.35; H 0.26; H 0.29; C -0.45; O -0.44; H 0.23; H 0.26; H 0.14; H 0.39; C -0.55; O -0.25; H 0.31; H 0.22; H 0.00; H 0.36; C -0.57; O -0.49; H 0.19; H 0.28; H 0.25; H 0.31; C -0.59; O -0.42; H 0.24; H 0.17; H 0.28; H 0.27; C -0.85; O -0.27; H 0.29; H 0.34; H 0.29; H 0.18; C -0.66; O -0.47; H 0.32; H 0.27; H 0.28; H 0.20; C -0.55; O -0.55; H 0.48; H -0.06; H 0.34; H 0.29; C -0.06; O -0.58; H 0.45; H 0.01; H -0.13; H 0.32; C -0.04; O -0.53; H -0.20; H 0.28; H 0.22; H 0.33; C -0.13; O -0.32; H 0.08; H -0.08; H 0.23; H 0.06

***

This record from the Open Molecules 2025 dataset describes C12H4BrF5IMnO4S2 as an isolated structure. The level of theory is ωB97M-V/def2-TZVPD.

Cartesian coordinates (Å):
Mn: -1.102 0.067 -0.756
F: 0.203 6.229 1.405
C: -0.071 5.219 0.590
C: 0.025 3.909 1.034
F: 0.388 3.643 2.282
C: -0.265 2.892 0.146
F: -0.166 1.602 0.596
C: -0.655 3.098 -1.165
S: -1.005 1.793 -2.283
C: -0.744 4.427 -1.576
F: -1.101 4.716 -2.824
C: -0.455 5.472 -0.718
F: -0.543 6.727 -1.140
O: -3.550 -2.141 0.958
S: -2.739 -1.006 0.720
O: -2.821 0.135 1.582
O: -2.869 -0.472 -0.776
O: -1.226 -1.352 0.538
Br: 1.569 -4.104 -3.042
C: 1.570 -3.908 -1.162
C: 1.631 -5.055 -0.382
C: 1.629 -4.954 0.998
C: 1.570 -3.711 1.610
C: 1.511 -2.561 0.838
C: 1.508 -2.665 -0.542
I: 1.361 -0.905 -1.662
H: 1.676 -6.020 -0.867
H: 1.669 -5.853 1.597
H: 1.558 -3.628 2.687
H: 1.443 -1.595 1.314

Atoms 1-2, force components in eV/Å:
0.52 -0.43 -0.30
0.01 -0.01 0.07

The LUMO energy (spin up / spin down) is -2.7 / -1.1 eV. Its HOMO-LUMO gap (spin up / spin down) is 6.4 / 8.1 eV. The relative energy (zero: lowest compared OMol25 entry of this formula, charge and spin) is 11.4 kcal/mol. Its expectation value of S² is 6.107. Its multiplicity is 5. The calculation puts the HOMO energy (spin up / spin down) at -9.10 / -9.25 eV.

Okay, here come the Mulliken numbers, in e, for every atom: Mn 0.24; F -0.29; C 0.72; C -0.39; F -0.28; C 0.65; F -0.18; C 0.29; S -0.14; C 0.25; F -0.32; C 0.08; F -0.27; O -0.56; S 1.32; O -0.53; O -0.61; O -0.25; Br -0.19; C 0.08; C -0.32; C -0.54; C -0.60; C -0.29; C 0.28; I 0.33; H 0.39; H 0.37; H 0.39; H 0.38

***

| no. | E (eV) |
| --- | --- |
| 1 | -61631.575 |
| 2 | -37786.952 |
| 3 | -165419.259 |